(1)
The following is a quantum chemistry calculation of a single C6H13N molecule, from the Open Molecules 2025 dataset.

Its energy is -291.10683 hartree. The HOMO energy is -0.2820 hartree. As for the frontier orbital gap: 8.724 eV. The molar mass comes out at 99.18 g mol⁻¹. Its structure (SMILES) is CC/C(C)=C(/C)N. As for the energy above the lowest of the compared OMol25 structures with the same formula, charge and spin: 136.3 kJ/mol.

Geometry as ORCA input:
```
! wB97M-V def2-TZVPD RIJCOSX def2/J DEFGRID3
* xyz 0 1
C -1.887 -1.376 -0.181
C -1.530 0.076 -0.524
N 1.169 -0.990 -1.383
C 0.947 -0.056 -0.316
C -0.213 0.581 0.064
C -0.252 1.369 1.332
C 2.190 0.404 0.411
H -1.162 -1.796 0.423
H -1.979 -2.060 -1.099
H -2.928 -1.622 0.282
H -1.428 0.171 -1.576
H -2.312 0.669 -0.280
H 0.494 -0.851 -2.152
H 2.119 -1.034 -1.664
H -0.182 2.490 1.013
H -1.132 1.289 1.966
H 0.482 1.137 2.081
H 2.111 1.457 0.807
H 2.596 -0.278 1.215
H 2.895 0.419 -0.419
*
```



(2)
The following is a quantum chemistry calculation of a gas-phase ion, C6H13N (charge +1), from the Open Molecules 2025 dataset.

Its energy is -290.80615 hartree. The HOMO energy (spin up / spin down) is -0.5142 / -0.5811 hartree. As for the frontier orbital gap (spin up / spin down): 8.627 / 9.157 eV. The molar mass comes out at 99.18 g mol⁻¹. As for the energy above the lowest of the compared OMol25 structures with the same formula, charge and spin: 190.5 kJ/mol.

Geometry as ORCA input:
```
! wB97M-V def2-TZVPD RIJCOSX def2/J DEFGRID3
* xyz 1 2
C 0.019 -1.187 -1.800
C 0.496 0.105 -1.131
C -0.203 0.416 0.211
C -1.531 0.765 -0.045
N -1.983 1.944 -0.520
C 0.186 -0.506 1.315
C 1.592 -0.240 1.885
H -0.735 -1.123 -2.583
H -0.354 -1.888 -1.043
H 0.875 -1.733 -2.191
H 0.491 0.924 -1.857
H 1.576 0.026 -0.971
H -2.314 0.059 0.252
H -2.377 2.554 0.200
H -1.190 2.502 -0.869
H 0.168 -1.542 0.961
H -0.588 -0.534 2.082
H 2.147 -1.171 1.979
H 2.113 0.455 1.234
H 1.612 0.175 2.892
*
```



(3)
The following is a quantum chemistry calculation of a gas-phase ion, C6H13N (charge +1), from the Open Molecules 2025 dataset.

Its energy is -290.82545 hartree. The HOMO energy (spin up / spin down) is -0.5554 / -0.5632 hartree. As for the frontier orbital gap (spin up / spin down): 10.537 / 7.461 eV. The molar mass comes out at 99.18 g mol⁻¹. As for the energy above the lowest of the compared OMol25 structures with the same formula, charge and spin: 139.8 kJ/mol.

Geometry as ORCA input:
```
! wB97M-V def2-TZVPD RIJCOSX def2/J DEFGRID3
* xyz 1 2
C -1.389 0.341 -2.225
C 0.136 0.601 -2.130
C 0.772 -0.041 -0.903
N 0.950 -1.601 1.636
C 0.382 -0.323 1.600
C 0.156 0.359 0.377
C -0.105 0.247 2.861
H -1.605 -0.706 -2.332
H -1.917 0.747 -1.364
H -1.727 0.905 -3.092
H 0.570 0.284 -3.044
H 0.208 1.679 -1.951
H 1.850 0.171 -0.876
H 0.691 -1.135 -0.878
H 1.803 -1.623 1.078
H 0.295 -2.283 1.251
H -0.554 1.167 0.350
H -1.005 -0.244 3.240
H -0.179 1.318 2.768
H 0.670 0.137 3.633
*
```



(4)
The following is a quantum chemistry calculation of a molecular structure, C6H13N2, from the Open Molecules 2025 dataset.

Its energy is -345.60791 hartree. The HOMO energy is -0.5246 hartree. As for the frontier orbital gap: 11.183 eV. The molar mass comes out at 113.18 g mol⁻¹. As for the energy above the lowest of the compared OMol25 structures with the same formula, charge and spin: 231.3 kJ/mol.

Geometry as ORCA input:
```
! wB97M-V def2-TZVPD RIJCOSX def2/J DEFGRID3
* xyz 1 1
C -1.258 0.507 0.020
C 0.769 0.345 0.049
C -2.657 0.877 -0.017
C 1.600 0.603 -1.208
C 1.692 0.272 1.276
C -0.319 -1.992 -0.163
N -0.408 -0.540 0.010
N -0.315 1.433 0.172
H -2.864 1.696 0.787
H -3.314 -0.017 0.149
H -3.000 1.255 -0.915
H 0.906 0.997 -1.902
H 1.899 -0.302 -1.481
H 2.535 1.284 -1.036
H 1.045 0.382 2.102
H 2.436 0.890 1.119
H 1.991 -0.691 1.214
H -1.152 -2.318 -0.585
H 0.515 -2.366 -0.683
H -0.232 -2.368 0.926
H -0.439 2.413 0.475
*
```



(5)
The following is a quantum chemistry calculation of a molecular structure, C6H13N2, from the Open Molecules 2025 dataset.

Its energy is -345.51746 hartree. The HOMO energy is -0.4754 hartree. As for the frontier orbital gap: 10.483 eV. The molar mass comes out at 113.18 g mol⁻¹. As for the energy above the lowest of the compared OMol25 structures with the same formula, charge and spin: 468.8 kJ/mol.

Geometry as ORCA input:
```
! wB97M-V def2-TZVPD RIJCOSX def2/J DEFGRID3
* xyz 1 1
C -2.539 0.260 0.838
C 1.801 0.706 -1.075
C 0.312 0.890 -0.872
C 1.721 0.117 0.318
C -0.071 -1.369 -0.354
C -0.547 0.171 1.392
N -2.844 -0.051 -0.278
N 0.257 -0.121 0.199
H -3.082 0.654 1.663
H 1.889 -0.191 -1.703
H 2.422 1.550 -1.373
H 0.117 1.906 -0.455
H -0.374 0.705 -1.791
H 2.452 -0.716 0.478
H 1.691 0.923 1.122
H 0.609 -1.544 -1.228
H 0.092 -2.222 0.555
H -1.148 -1.306 -0.715
H -0.460 1.195 1.713
H -0.744 -0.550 2.144
H -3.659 -0.088 -0.839
*
```



(6)
The following is a quantum chemistry calculation of a gas-phase ion, C6H13N2 (charge +1), from the Open Molecules 2025 dataset.

Its energy is -345.59415 hartree. The HOMO energy is -0.5050 hartree. As for the frontier orbital gap: 9.899 eV. The molar mass comes out at 113.18 g mol⁻¹. Its structure (SMILES) is C/[NH+]=C/N1[C@H](C)[C@@H]1C. As for the energy above the lowest of the compared OMol25 structures with the same formula, charge and spin: 267.4 kJ/mol.

Geometry as ORCA input:
```
! wB97M-V def2-TZVPD RIJCOSX def2/J DEFGRID3
* xyz 1 1
C 1.034 -0.765 0.044
C -1.636 -0.853 0.264
C -1.154 0.400 0.943
C -2.137 -0.882 -1.198
C -1.183 1.807 0.248
C 3.396 -0.174 -0.065
N -0.263 -0.608 0.633
N 2.034 0.021 0.362
H 1.136 -1.682 -0.542
H -2.255 -1.438 0.844
H -1.395 0.350 2.019
H -1.620 -0.228 -1.943
H -3.167 -0.614 -1.202
H -1.965 -1.970 -1.445
H -1.223 2.564 1.067
H -2.123 1.775 -0.089
H -0.472 2.098 -0.443
H 3.725 -1.302 0.064
H 4.002 0.498 0.543
H 3.322 0.103 -1.061
H 1.942 0.900 0.956
*
```



(7)
The following is a quantum chemistry calculation of 2 unconnected molecules or ions with the total composition C6H13N2, from the Open Molecules 2025 dataset.

Its energy is -345.59046 hartree. The HOMO energy is -0.4245 hartree. As for the frontier orbital gap: 7.916 eV. The molar mass comes out at 113.18 g mol⁻¹. As for the energy above the lowest of the compared OMol25 structures with the same formula, charge and spin: 277.1 kJ/mol.

Geometry as ORCA input:
```
! wB97M-V def2-TZVPD RIJCOSX def2/J DEFGRID3
* xyz 1 1
C -1.611 0.990 -0.616
C -0.852 0.195 -1.460
C -0.794 0.450 -2.917
C -0.218 -0.409 -3.841
H -2.079 1.905 -1.006
H -1.862 0.714 0.421
H -0.427 -0.758 -1.094
H -1.232 1.369 -3.306
H -0.213 -0.110 -4.902
H 0.365 -1.290 -3.583
C 0.530 0.314 2.385
C 1.052 -0.429 1.402
N 1.594 -1.667 1.897
N -0.090 1.527 2.319
H 0.527 -0.134 3.388
H 1.207 -0.236 0.368
H 2.472 -1.877 1.483
H 1.611 -1.768 2.940
H 1.044 -2.532 1.690
H -0.209 1.974 1.422
H -0.817 1.772 3.011
*
```



(8)
The following is a quantum chemistry calculation of a gas-phase ion, C6H13N2O2S (charge -1), from the Open Molecules 2025 dataset.

Its energy is -894.59136 hartree. The HOMO energy is -0.1660 hartree. As for the frontier orbital gap: 8.013 eV. The molar mass comes out at 177.25 g mol⁻¹. Its structure (SMILES) is N=[S@@](=O)([O-])NC1CCCCC1. As for the energy above the lowest of the compared OMol25 structures with the same formula, charge and spin: 32.1 kJ/mol.

Geometry as ORCA input:
```
! wB97M-V def2-TZVPD RIJCOSX def2/J DEFGRID3
* xyz -1 1
C -1.749 0.228 -0.111
C -0.698 1.306 -0.295
C -1.215 -1.169 -0.328
C 0.473 1.027 0.789
C -0.170 -1.408 0.754
C 0.991 -0.425 0.676
N 4.253 -0.224 -1.392
N 1.826 -0.533 -0.548
O 3.844 -0.882 0.926
O 3.172 1.390 0.304
S 3.379 -0.014 -0.133
H -2.187 0.289 0.998
H -2.607 0.307 -0.880
H -0.178 1.198 -1.283
H -1.046 2.323 -0.301
H -2.052 -1.832 -0.355
H -0.694 -1.237 -1.295
H 1.409 1.661 0.454
H 0.001 1.222 1.703
H -0.712 -1.353 1.724
H 0.217 -2.346 0.380
H 1.715 -0.767 1.415
H 3.798 0.552 -1.905
H 2.113 -1.496 -0.617
*
```



(9)
The following is a quantum chemistry calculation of a molecular structure, C6H13N2OS, from the Open Molecules 2025 dataset.

Its energy is -819.04677 hartree. The HOMO energy is -0.4902 hartree. As for the frontier orbital gap: 10.306 eV. The molar mass comes out at 161.25 g mol⁻¹. As for the energy above the lowest of the compared OMol25 structures with the same formula, charge and spin: 198.3 kJ/mol.

Geometry as ORCA input:
```
! wB97M-V def2-TZVPD RIJCOSX def2/J DEFGRID3
* xyz 1 1
C 1.302 -0.055 -0.710
C 1.299 -0.375 1.945
C -0.423 0.194 1.036
C -0.842 1.392 1.760
C 0.841 -0.039 -3.112
C -1.620 -0.922 0.926
N 0.144 0.365 -0.298
N 1.793 -0.143 -1.917
O -2.277 -0.784 -0.297
S 2.420 -0.442 0.597
H 1.627 0.430 2.610
H 1.193 -1.252 2.648
H -1.760 1.707 1.313
H -0.079 2.206 1.616
H -1.012 1.366 2.780
H 1.534 -0.076 -4.009
H 0.029 -0.873 -3.177
H 0.261 0.910 -3.101
H -2.277 -0.663 1.712
H -1.132 -1.888 0.918
H -0.674 0.249 -0.949
H 2.755 -0.018 -2.081
H -3.104 -1.288 -0.209
*
```



(10)
The following is a quantum chemistry calculation of a gas-phase ion, C6H13N2OS (charge +1), from the Open Molecules 2025 dataset.

Its energy is -818.94491 hartree. The HOMO energy is -0.4543 hartree. As for the frontier orbital gap: 8.959 eV. The molar mass comes out at 161.25 g mol⁻¹. As for the energy above the lowest of the compared OMol25 structures with the same formula, charge and spin: 465.7 kJ/mol.

Geometry as ORCA input:
```
! wB97M-V def2-TZVPD RIJCOSX def2/J DEFGRID3
* xyz 1 1
C 1.810 -0.119 -2.544
C 0.755 -0.668 -2.294
C -0.625 -1.296 -1.993
S -0.843 -1.754 -0.189
N 0.786 -2.013 0.389
C -1.667 -0.397 0.741
C -0.882 0.978 0.789
O -0.596 1.522 -0.521
C 0.434 0.977 1.702
N 1.489 1.754 0.996
H 2.679 0.337 -3.087
H -0.636 -2.301 -2.530
H -1.503 -0.719 -2.398
H 0.627 -2.508 1.290
H 1.128 -2.775 -0.230
H -2.662 -0.209 0.222
H -1.933 -0.710 1.804
H -1.595 1.732 1.267
H -1.303 2.170 -0.709
H 0.184 1.568 2.649
H 0.766 -0.038 2.053
H 1.212 2.747 1.068
H 2.375 1.722 1.526
*
```